The following is a quantum chemistry calculation of a structure of composition C18H27BeBr4Cl4F4KNO9PS2 at a distorted geometry, from OMol25.

Atoms and positions in Å:
C (-3.251, 3.093, -0.247)
C (-2.681, 2.430, -1.375)
C (-2.208, 1.469, -2.660)
C (-2.550, -0.104, -2.212)
C (-1.422, -0.572, -1.084)
S (-2.167, -1.005, 0.589)
C (-0.910, -1.930, 1.681)
C (0.361, -2.539, 0.837)
C (1.520, -1.372, 0.716)
F (0.975, -3.694, 1.563)
P (-3.882, -2.305, 0.202)
O (-5.252, -1.298, 0.688)
Cl (-3.868, -3.990, 1.503)
H (-3.872, 3.263, 0.758)
H (-1.070, 1.647, -2.878)
H (-2.870, 1.716, -3.618)
H (-3.585, -0.083, -1.651)
H (-2.515, -0.836, -3.128)
H (-0.817, -1.455, -1.569)
H (-0.692, 0.339, -0.946)
H (-1.388, -2.823, 2.271)
H (-0.483, -1.178, 2.486)
H (0.055, -2.950, -0.228)
H (1.521, -0.762, 1.731)
H (2.583, -1.852, 0.602)
H (1.252, -0.586, -0.128)
H (-5.121, -0.992, 1.633)
C (2.451, -6.712, 2.613)
Cl (1.241, -7.698, 3.452)
Cl (3.718, -6.192, 3.737)
Cl (3.152, -7.609, 1.256)
H (1.955, -5.821, 2.217)
C (-2.337, 6.706, -2.189)
Br (-4.058, 7.509, -1.769)
Br (-0.877, 7.595, -1.261)
Br (-2.336, 4.787, -1.870)
H (-2.170, 6.852, -3.262)
C (-7.436, 7.670, -2.399)
O (-7.003, 8.783, -2.142)
O (-7.341, 7.103, -3.493)
O (-8.036, 6.938, -1.603)
O (4.554, -1.218, 0.416)
H (4.836, -1.216, 1.343)
H (5.351, -1.479, -0.070)
C (5.554, 1.263, -1.699)
O (6.364, 0.461, -0.860)
H (4.510, 1.156, -1.395)
H (5.853, 2.310, -1.603)
H (5.664, 0.935, -2.736)
H (7.283, 0.577, -1.154)
Be (2.822, -4.317, 0.675)
Br (2.865, 1.164, -2.047)
N (5.878, 0.013, 3.532)
C (5.505, 0.466, 4.749)
C (5.987, 1.635, 5.316)
C (6.910, 2.385, 4.595)
C (7.315, 1.943, 3.340)
C (6.774, 0.763, 2.855)
H (4.786, -0.155, 5.273)
H (5.650, 1.953, 6.296)
H (7.311, 3.306, 5.008)
H (8.033, 2.505, 2.753)
H (7.056, 0.379, 1.879)
C (-7.683, -2.873, -2.344)
F (-7.974, -4.166, -2.699)
F (-8.865, -2.334, -1.903)
F (-6.878, -2.963, -1.237)
S (-6.907, -1.893, -3.733)
O (-7.896, -1.901, -4.820)
O (-5.669, -2.606, -4.074)
O (-6.668, -0.552, -3.182)
K (3.093, -7.080, -1.299)

Output
- 2S+1 = 1
- highest occupied orbital energy (eV) = -6.0154
- LUMO level (eV) = -4.85
- total energy (eV) = -427816.44739

***

The following is a quantum chemistry calculation of an isolated molecule of CH3N2OP at a distorted geometry, from OMol25.

Atoms and positions in Å:
C (-0.750, 0.326, 0.608)
N (0.289, -0.473, 1.108)
N (1.296, -0.691, 0.379)
P (1.219, 0.146, -1.120)
O (-0.318, 0.597, -0.839)
H (-1.751, -0.007, 0.532)
H (-0.774, 1.142, 1.280)
H (0.789, -1.039, -1.948)

Output
- 2S+1 = 1
- ΔE to the lowest compared entry with this formula, charge and spin (kJ/mol) = 229.2
- highest occupied orbital energy (eV) = -9.4056
- LUMO level (eV) = 0.08
- total energy (eV) = -15399.87316

***

The following is a quantum chemistry calculation of an isolated molecule of C3H4ClN3 at a distorted geometry, from OMol25.

Atoms and positions in Å:
N (-1.618, -0.568, 0.443)
C (-0.441, -0.070, 0.007)
N (-0.359, 1.096, -0.526)
N (0.904, 1.325, -0.923)
C (1.569, 0.202, -0.630)
C (0.826, -0.568, 0.178)
Cl (0.972, -2.124, 0.928)
H (-2.310, 0.157, 1.052)
H (-1.244, -1.469, 1.034)
H (-0.995, 1.827, -0.658)
H (2.696, 0.192, -0.906)

Output
- 2S+1 = 1
- ΔE to the lowest compared entry with this formula, charge and spin (kJ/mol) = 194.0
- highest occupied orbital energy (eV) = -8.2698
- LUMO level (eV) = 0.60
- total energy (eV) = -20166.54684